Arrangement w

Here is a gas-phase ion, C4H6NS (charge +1) from the OMol25 dataset. Energies are from ωB97M-V with the def2-TZVPD basis set.

**E_HOMO**: -13.708 eV
**Structure (SMILES)**: C[C@H]1[NH2+]C1=C=S
**2S+1**: 1
**Net charge**: +1
**Orbital gap**: 8.340 eV

```
12
Properties=species:S:1:pos:R:3:mulliken_charge:R:1
C -2.781 -0.260 -0.020 0.2414
C -1.669 -0.769 -0.536 0.2084
N -0.558 -1.391 0.220 -0.1531
H 0.310 -0.302 -1.513 0.4166
H 0.010 1.868 -0.691 0.3337
H 0.868 1.046 0.666 0.4070
H -0.864 1.454 0.905 0.3196
H -0.400 -1.072 1.147 0.2921
S -4.160 0.137 0.421 -0.2454
H -0.380 -2.309 0.087 0.2249
C -0.041 1.072 0.132 -1.2392
C -0.317 -0.192 -0.660 0.1940
```



Arrangement x

Here is a gas-phase ion, C4H6NS (charge +1) from the OMol25 dataset. Energies are from ωB97M-V with the def2-TZVPD basis set.

**E_HOMO**: -14.413 eV
**2S+1**: 1
**Net charge**: +1
**Orbital gap**: 9.012 eV

```
12
Properties=species:S:1:pos:R:3:mulliken_charge:R:1
S -1.257 0.665 1.992 -0.1005
C -0.508 -0.489 0.979 0.2801
H 1.479 -0.687 -1.484 0.3348
H -0.186 -1.355 -1.910 0.3150
H -1.685 -0.162 2.970 0.2328
H 0.762 3.240 -1.045 0.4700
H -0.477 -1.576 1.318 0.3036
C 0.519 -1.050 -1.022 -0.8740
C 0.231 1.166 -0.480 0.0133
H 0.643 -2.016 -0.527 0.3251
N -0.030 -0.054 -0.140 0.0392
C 0.509 2.318 -0.651 -0.3394
```



Least stable: arrangement w



Arrangement w

Here is a gas-phase ion, C4H6NS (charge +1) from the OMol25 dataset. Energies are from ωB97M-V with the def2-TZVPD basis set.

**E_HOMO (spin up / spin down)**: -13.190 / -13.190 eV
**Structure (SMILES)**: C#[N+]/C=C\SC
**2S+1**: 1
**Net charge**: +1
**Orbital gap (spin up / spin down)**: 7.853 / 7.853 eV

```
12
Properties=species:S:1:pos:R:3:mulliken_charge:R:1
H -0.551 -1.005 -1.156 0.2643
H -1.874 -1.239 2.524 0.4725
C -1.027 -0.852 2.174 0.0473
C 0.942 0.238 1.066 -0.1171
H 2.162 1.450 -0.051 0.3098
H -1.629 0.437 -1.484 0.3266
H -1.004 -0.362 -2.770 0.3600
N -0.127 -0.478 1.493 -0.0841
H 1.602 0.361 1.853 0.3961
S 0.828 0.748 -1.738 0.1173
C -0.687 -0.111 -1.766 -0.8402
C 1.366 0.813 -0.146 -0.2526
```



Arrangement x

Here is 2 unconnected molecules or ions with the total composition C4H6NS from the OMol25 dataset. Energies are from ωB97M-V with the def2-TZVPD basis set.

**E_HOMO**: -15.828 eV
**2S+1**: 1
**Net charge**: +1
**Orbital gap**: 10.353 eV

```
12
Properties=species:S:1:pos:R:3:mulliken_charge:R:1
H -2.370 -2.307 -0.712 0.2890
C -2.324 -1.484 0.000 -0.8527
H -2.586 -1.847 0.993 0.2914
H -3.031 -0.709 -0.294 0.2834
H 2.355 2.541 -0.186 0.3458
C 1.613 1.759 0.000 -0.6349
S 3.112 -0.721 0.002 -0.0721
C 2.227 0.498 -0.003 0.7115
H 0.830 1.808 -0.763 0.3236
N 0.054 -0.527 -0.007 -0.2421
H 1.130 1.942 0.965 0.3248
C -1.010 -0.952 0.005 0.2323
```



Least stable: arrangement w



Arrangement w

Here is a molecular structure, C42H50BrN6O2RuS2Si from the OMol25 dataset. Energies are from ωB97M-V with the def2-TZVPD basis set.

**E_HOMO (spin up / spin down)**: -7.338 / -7.474 eV
**2S+1**: 2
**⟨S²⟩**: 0.76
**Orbital gap (spin up / spin down)**: 6.230 / 6.128 eV

```
105
Properties=species:S:1:pos:R:3:lowdin_spin:R:1
H 0.440 -6.101 3.719 0.0001
C -2.160 0.368 -5.198 0.0028
H -1.844 -4.520 0.458 -0.0001
C -4.273 -1.297 -4.274 0.0004
C -1.053 5.723 -0.069 -0.0007
H -2.967 2.002 3.891 0.0000
H 3.352 -3.030 1.586 -0.0002
H 1.501 0.020 -6.670 0.0003
H 1.829 -1.347 3.094 -0.0001
H -0.633 -3.447 -3.646 0.0000
H 1.884 4.020 -3.185 -0.0004
C -0.857 2.407 3.742 0.0000
C -5.309 -1.990 -3.660 0.0036
N -1.141 -2.842 -1.131 -0.0034
C 0.049 -2.809 -0.499 0.0028
H 1.471 1.658 6.200 0.0000
H -2.825 1.091 -4.725 0.0015
H -3.596 -3.331 -1.060 0.0002
C -1.191 3.446 -0.940 0.0119
C 0.397 2.598 -2.560 0.0081
C 2.360 3.884 3.762 0.0000
Si 0.785 1.555 3.242 0.0003
H 3.195 -1.475 -0.306 0.0002
H 2.315 -0.174 -5.116 0.0003
C 2.085 0.902 5.709 0.0000
C -0.707 2.405 -1.725 0.0053
H 2.844 -1.112 -6.516 0.0001
C -1.136 3.620 2.844 0.0001
H -0.378 -1.048 4.244 0.0000
C 0.146 -3.730 0.638 0.0006
H 2.616 3.483 4.744 0.0000
C 1.169 -1.977 -0.815 -0.0054
H -2.126 4.022 3.080 0.0000
C 0.180 -0.570 5.053 0.0000
H 2.623 -1.506 4.664 0.0000
H -0.510 0.033 5.642 0.0000
C 0.365 -5.444 2.862 0.0015
N 1.819 7.142 -1.777 0.0038
C 1.371 0.240 4.517 0.0002
H 3.409 1.230 1.800 0.0000
C 1.331 -3.795 1.385 0.0016
C -0.874 -4.954 -5.979 0.0008
C 2.324 -0.790 3.889 -0.0001
H -1.659 -6.013 2.391 0.0000
N -1.424 -2.059 -2.084 0.0191
H -1.992 0.563 4.180 0.0000
O 1.254 -1.135 -1.782 0.0233
C -0.567 4.681 -0.937 -0.0027
H -2.196 1.168 2.538 0.0000
H 1.479 4.516 3.872 0.0000
H -4.463 -0.710 -5.160 -0.0001
C 1.043 -1.809 -5.646 0.0051
C -5.071 -2.732 -2.512 -0.0002
N -0.185 -3.106 -4.480 0.0006
H 0.559 -1.364 5.706 0.0000
O -1.909 -0.727 -4.298 0.0123
H -2.055 3.282 -0.308 0.0002
N 0.532 -1.955 -4.423 0.0006
C -0.805 2.898 5.200 0.0000
C 2.367 -2.114 -0.031 0.0014
H 4.233 2.756 2.126 0.0000
H -1.133 3.340 1.789 0.0001
C 2.440 -2.969 1.003 -0.0019
C 1.975 -0.701 -6.002 0.0009
H 2.323 0.136 6.455 0.0000
H 3.891 1.652 3.454 0.0000
H -0.741 -5.675 -5.172 0.0001
C 1.018 3.852 -2.558 0.0001
C -0.818 -5.391 2.111 -0.0001
C -2.063 1.467 3.579 0.0000
C 1.423 -4.653 2.495 -0.0006
H -1.724 3.451 5.421 0.0000
C 1.252 6.143 -1.760 0.0011
C -3.001 -1.366 -3.735 0.0034
C 2.159 2.782 2.707 0.0000
H 3.230 -0.348 3.481 0.0000
S 1.012 1.328 -3.571 0.0342
Br 0.331 0.369 1.367 0.0036
H -5.884 -3.251 -2.023 -0.0001
H 3.026 1.370 5.415 0.0000
H 0.955 4.082 1.397 0.0000
C 0.630 -2.867 -6.475 0.0015
H -1.192 0.823 -5.382 0.0014
C -2.750 -2.117 -2.584 0.0005
N -1.428 6.547 0.639 -0.0027
H -2.588 -0.007 -6.127 0.0001
H 0.901 -3.025 -7.506 0.0000
C 1.845 3.458 1.360 0.0001
C -0.925 -4.555 1.026 0.0008
C 0.557 4.879 -1.755 0.0080
Ru -0.253 -0.559 -2.877 0.7086
H -6.305 -1.935 -4.078 0.0002
S -1.500 0.851 -1.652 0.1364
H 0.033 3.574 5.382 0.0000
H 2.349 -4.673 3.058 -0.0001
H 1.718 2.732 0.556 0.0000
C -0.151 -3.682 -5.689 0.0051
H -0.740 2.078 5.914 0.0000
H -1.943 -4.774 -6.101 0.0003
H 2.686 4.108 1.092 0.0000
H 3.184 4.533 3.447 0.0000
H -0.497 -5.397 -6.898 0.0000
C -3.797 -2.788 -1.972 0.0032
C 3.495 2.048 2.518 0.0000
H -0.421 4.429 2.985 0.0000
```



Arrangement x

Here is a molecular structure, C42H50BrN6O2RuS2Si from the OMol25 dataset. Energies are from ωB97M-V with the def2-TZVPD basis set.

**E_HOMO (spin up / spin down)**: -7.386 / -7.270 eV
**2S+1**: 2
**⟨S²⟩**: 1.07
**Orbital gap (spin up / spin down)**: 5.693 / 6.039 eV

```
105
Properties=species:S:1:pos:R:3:lowdin_spin:R:1
C 2.531 3.254 -1.954 -0.0070
C -4.985 1.493 1.398 0.0003
H -0.087 -2.975 2.590 -0.0009
C 1.879 -5.639 -2.945 0.0079
Si -2.372 2.046 0.378 0.0099
C 1.035 0.851 -4.372 -0.0003
C 1.972 0.489 -2.085 -0.0036
C -2.070 -4.973 2.623 0.0004
H -1.814 3.632 3.815 0.0000
C 1.938 -3.033 -1.917 0.0001
H -1.364 2.034 3.212 0.0000
H -2.985 5.077 0.599 0.0000
H -3.958 -0.902 2.279 0.0000
H 1.845 -6.650 -3.330 0.0005
H -0.488 4.826 2.254 0.0000
C 5.369 0.602 6.074 -0.0007
H -1.592 4.066 -2.781 0.0000
H -4.028 3.596 -2.712 0.0002
H -3.212 -0.675 -0.621 0.0000
H -2.802 -4.404 -0.260 0.0003
C 6.057 -0.176 3.841 -0.0008
H -3.074 2.491 3.357 0.0000
H -2.355 1.944 -3.473 0.0000
H -4.204 4.006 -1.003 0.0000
C -0.629 4.047 1.499 0.0002
H 1.939 -4.708 -4.878 -0.0002
C -2.079 2.852 3.096 0.0000
N -0.342 -2.447 0.641 0.0271
C 2.547 1.072 -0.889 -0.0117
H -4.714 2.420 -1.593 0.0000
C 5.728 -0.749 2.628 -0.0120
C 1.890 2.736 -3.121 -0.0004
H -4.796 2.118 2.271 0.0000
H 2.948 -0.066 5.208 -0.0003
H 1.842 -6.276 -0.901 -0.0002
H -4.581 0.375 -1.048 0.0000
H -2.288 -4.446 3.552 0.0000
N -0.614 -3.159 1.749 0.0010
N 5.635 1.037 7.105 -0.0025
H -1.298 -5.716 2.829 0.0001
C -2.027 3.434 1.675 0.0021
S 1.708 -1.084 2.918 -0.0901
H 0.229 1.286 -6.298 0.0000
N 1.899 -1.737 -1.399 0.0294
H -1.207 1.195 -2.368 0.0000
C 0.694 1.689 -5.407 -0.0006
H -2.966 -5.497 2.299 0.0000
H 6.503 -0.938 1.897 -0.0009
C -3.204 -0.137 2.065 0.0000
C -1.617 -4.034 1.559 0.0018
C 1.885 -5.431 -1.574 -0.0006
C 1.924 -4.149 -1.054 0.0068
C 1.629 1.352 -3.201 -0.0007
H 3.331 -5.393 0.656 0.0002
C 1.933 -4.555 -3.807 -0.0008
N 1.733 -0.804 -2.259 -0.0072
H -2.899 0.684 -2.365 0.0000
H 2.757 4.314 -1.918 -0.0005
C 3.732 -0.261 4.487 -0.0042
H 0.843 -0.210 -4.444 -0.0001
H -0.488 4.502 0.520 0.0000
S 4.130 -1.972 0.856 -0.1654
C 5.042 0.051 4.798 -0.0057
C -1.532 3.781 -1.726 0.0001
H -4.794 -0.923 0.125 0.0000
H 0.672 3.716 -6.140 0.0000
H -4.095 4.161 1.631 0.0000
H 1.732 4.637 -4.110 0.0000
H -1.736 4.672 -1.131 0.0000
C 3.387 -0.811 3.248 -0.0149
C -3.717 0.765 0.930 0.0007
C -3.077 4.549 1.550 0.0007
H 2.849 -4.375 2.027 0.0008
C -4.094 -0.162 -0.234 0.0000
H -5.752 0.763 1.676 0.0001
Br -0.390 0.845 0.353 0.0280
C -2.011 -3.879 0.249 0.0012
C -1.251 -2.330 -1.680 0.0003
H 1.746 -5.647 1.439 0.0005
H 0.153 3.300 1.640 0.0001
C 1.973 -3.272 -3.298 0.0066
O 2.783 0.414 0.171 -0.0442
Ru 1.643 -1.389 0.558 1.2170
N 8.515 0.451 4.298 0.0009
C -3.956 3.198 -1.695 0.0007
H -0.940 -3.091 -2.398 0.0001
H -2.282 -0.647 1.783 0.0000
H -5.400 2.124 0.608 0.0000
C -2.539 2.655 -1.448 0.0017
O 1.910 -3.919 0.298 0.0385
C 2.858 2.465 -0.905 -0.0017
H -2.935 5.282 2.349 0.0002
C 7.415 0.175 4.109 0.0000
H -0.508 3.450 -1.533 0.0001
C 0.938 3.065 -5.318 0.0000
C 2.490 -4.902 1.146 0.0038
H -3.021 0.417 2.985 0.0000
H 3.333 2.870 -0.020 0.0002
H -0.614 -1.459 -1.792 0.0000
C 1.530 3.575 -4.190 -0.0010
C -1.188 -2.872 -0.293 0.0048
C 4.409 -1.110 2.320 -0.0165
C -2.236 1.542 -2.462 0.0000
H 2.018 -2.414 -3.951 0.0004
H -2.274 -2.044 -1.922 0.0001
```



Least stable: arrangement x



Arrangement w

Here is a single C5H8O4 molecule from the OMol25 dataset. Energies are from ωB97M-V with the def2-TZVPD basis set.

**E_HOMO**: -10.753 eV
**Structure (SMILES)**: O=COCCCOC=O
**2S+1**: 1
**Orbital gap**: 11.578 eV

```
17
Properties=species:S:1:pos:R:3:mulliken_charge:R:1
H -0.618 1.152 -1.155 0.4310
C 1.304 -1.388 -1.931 0.1254
H 0.591 1.569 2.206 0.2848
O -2.707 0.398 0.623 -0.4594
H -0.588 1.980 0.987 0.3883
C 0.825 0.450 0.295 -0.1866
O 0.963 -0.096 -1.911 -0.3156
O 1.255 -2.191 -1.006 -0.4791
H -2.173 -1.353 1.133 0.4758
H 1.233 -0.561 0.683 0.2513
H 1.613 1.280 0.170 0.2194
O -0.875 0.101 1.997 -0.3502
C -1.958 -0.300 1.239 0.0437
C -0.043 0.247 -0.958 -0.5470
C -0.006 1.116 1.331 -0.5945
H -0.619 -0.663 -0.850 0.3293
H 1.804 -1.740 -2.851 0.3833
```



Arrangement x

Here is 2 unconnected molecules or ions with the total composition C5H8O4 from the OMol25 dataset. Energies are from ωB97M-V with the def2-TZVPD basis set.

**E_HOMO (spin up / spin down)**: -8.344 / -8.346 eV
**Structure (SMILES)**: COC(=O)O.CC=C=O
**2S+1**: 1
**Orbital gap (spin up / spin down)**: 7.696 / 7.694 eV

```
17
Properties=species:S:1:pos:R:3:mulliken_charge:R:1
C 1.890 0.889 -0.343 -1.1165
C 0.816 0.463 -1.274 0.0691
O -0.420 -1.084 -0.015 -0.3268
O -0.973 2.046 -1.826 -0.4680
H 1.464 1.332 0.559 0.3174
H 0.808 -2.187 1.179 0.2593
O -2.542 -0.492 -0.718 -0.5548
C -0.405 1.107 -1.373 0.3389
H 2.513 1.633 -0.855 0.3371
H -2.478 1.017 0.985 0.3171
H 0.999 -0.372 -1.940 0.3550
O -1.583 0.641 1.003 -0.4677
H -0.031 -0.892 2.039 0.3121
H 2.533 0.050 -0.072 0.3118
C -1.516 -0.136 -0.160 0.7611
H -0.933 -2.357 1.543 0.2743
C -0.142 -1.657 1.267 -0.7193
```



Arrangement y

Here is a single C5H8O4 molecule from the OMol25 dataset. Energies are from ωB97M-V with the def2-TZVPD basis set.

**E_HOMO**: -9.001 eV
**Structure (SMILES)**: C/C=C/C(=O)C(O)(O)O
**2S+1**: 1
**Orbital gap**: 9.482 eV

```
17
Properties=species:S:1:pos:R:3:mulliken_charge:R:1
C -1.107 1.041 -0.550 0.4651
O -1.432 2.205 -0.523 -0.5971
H -0.279 -0.234 -3.161 0.3302
O -0.415 -0.466 -2.244 -0.4709
O -2.535 -0.873 -1.337 -0.5603
H -2.047 1.856 -2.322 0.3943
H 2.816 -0.618 0.578 0.2966
H -0.545 -0.862 0.251 0.4164
H 2.425 0.094 2.123 0.3416
H 1.218 1.480 0.517 0.4714
H -3.055 -0.608 -0.579 0.3580
H 1.457 -1.289 1.456 0.3436
O -2.037 0.955 -2.771 -0.6467
C -1.601 0.025 -1.868 0.7526
C 0.969 0.483 0.624 -0.2331
C 2.027 -0.425 1.292 -1.1631
C -0.304 0.130 0.297 -0.4986
```



Arrangement z

Here is a single C5H8O4 molecule from the OMol25 dataset. Energies are from ωB97M-V with the def2-TZVPD basis set.

**E_HOMO**: -10.391 eV
**Structure (SMILES)**: O=C(O)[C@@H]1OC[C@@H]1CO
**2S+1**: 1
**Orbital gap**: 11.033 eV

```
17
Properties=species:S:1:pos:R:3:mulliken_charge:R:1
C 0.772 -0.145 0.695 -0.1867
H -0.648 -1.857 1.020 0.4193
O -1.906 -0.067 -1.396 -0.5883
H 1.889 -0.697 -1.045 0.2974
C -0.572 -0.887 0.507 0.5651
C -0.092 0.931 1.375 -0.4511
H -0.155 1.897 0.853 0.2646
O -1.292 0.148 1.180 -0.5427
H 2.411 0.825 -0.310 0.3872
O -0.837 -2.069 -1.574 -0.5555
H -2.071 0.539 -0.651 0.4128
C -1.035 -1.068 -0.929 0.0573
H -0.281 0.919 -1.437 0.3868
O 0.736 0.884 -1.538 -0.5530
H 0.110 1.090 2.441 0.2740
H 1.447 -0.667 1.381 0.4018
C 1.525 0.225 -0.572 -0.5889
```



Least stable: arrangement x